# 1
43
Properties=species:S:1:pos:R:3 method="wB97M-V/def2-TZVPD" molar_mass_da=653.464 homo_energy_ev="-7.09 / -7.09" spin_multiplicity=2 charge=-1 e_tot_ev=-125168.3864
Na -0.654 -0.935 -0.258
N 1.398 3.151 1.418
S 0.611 3.896 0.417
O -0.333 4.880 0.860
O 0.259 3.173 -0.795
F 1.875 4.817 -0.060
S -0.050 2.354 1.923
O -0.511 1.307 1.039
O -0.959 3.009 2.832
F 0.639 1.429 3.017
N 2.329 -2.739 1.437
S 3.024 -1.160 1.237
O 4.039 -1.027 0.192
O 3.126 -0.392 2.479
F 1.766 -0.464 0.462
S 3.622 -3.454 1.385
O 4.542 -3.340 2.532
O 4.148 -3.876 0.074
F 2.881 -4.791 1.822
N -4.632 1.804 -1.140
S -3.940 1.993 0.497
O -2.906 3.050 0.566
O -3.968 0.883 1.427
F -5.198 2.852 1.062
S -3.340 1.265 -1.748
O -2.625 0.155 -1.046
O -2.576 2.315 -2.407
F -3.993 0.423 -2.949
O 2.373 -0.867 -2.525
H 1.659 -0.499 -2.004
H 3.044 -0.185 -2.527
O 0.331 0.847 -1.778
H 0.378 1.725 -1.400
H 0.379 0.989 -2.723
O 0.291 -3.366 -0.036
H 0.440 -4.013 -0.725
H 1.139 -3.280 0.400
O -1.389 -1.783 1.973
H -1.992 -2.330 1.470
H -1.886 -1.534 2.753
O -0.876 -1.983 -2.762
H -1.548 -2.664 -2.738
H -0.915 -1.638 -3.654

***

# 2
36
Properties=species:S:1:pos:R:3 method="wB97M-V/def2-TZVPD" molar_mass_da=222.480 relative_energy_ev=0.6003 homo_energy_ev=-8.62 smiles=C[Si](C)(C)[Si](C)(C)Cc1ccccc1 e_tot_ev=-28557.3670
C -0.446 -3.151 2.594
C 0.676 -3.037 1.789
C -1.105 -2.065 3.124
C 1.114 -1.755 1.484
C -0.615 -0.815 2.851
C 0.494 -0.631 2.023
C -1.024 1.058 -3.099
C 1.913 0.064 -2.669
C -0.574 -1.465 -1.630
C -1.699 1.636 0.572
C 0.749 3.229 -0.300
C 0.906 0.763 1.585
Si 0.167 0.230 -1.910
Si 0.123 1.493 0.005
H -0.897 -4.128 2.709
H 1.144 -3.881 1.308
H -1.957 -2.239 3.753
H 2.004 -1.675 0.875
H -1.166 0.059 3.157
H -1.952 1.320 -2.607
H -0.525 1.972 -3.423
H -1.279 0.358 -3.890
H 2.400 -0.877 -2.427
H 1.909 0.120 -3.743
H 2.583 0.820 -2.273
H 0.173 -2.138 -1.242
H -1.393 -1.302 -0.933
H -0.993 -1.878 -2.538
H -1.919 0.554 0.820
H -1.683 2.276 1.446
H -2.370 2.051 -0.178
H 0.239 3.885 0.403
H 0.535 3.564 -1.320
H 1.800 3.267 -0.106
H 0.717 1.467 2.412
H 1.948 0.852 1.377

***

# 3
20
Properties=species:S:1:pos:R:3 method="wB97M-V/def2-TZVPD" molar_mass_da=143.235 relative_energy_ev=1.0978 homo_energy_ev="-10.88 / -11.96" spin_multiplicity=3 charge=+1 e_tot_ev=-20204.0789
C -0.765 0.531 0.076
C -1.119 -0.744 0.218
C 0.631 1.070 0.008
C -1.960 1.459 -0.014
C 1.094 -2.222 -0.058
C 1.712 0.118 0.509
N -3.058 0.590 -0.378
N 1.914 -1.072 -0.389
S -2.799 -1.020 0.124
H 0.852 1.379 -1.020
H 0.684 1.973 0.621
H -2.142 2.005 0.928
H -1.805 2.199 -0.804
H 1.212 -2.621 0.930
H 0.820 -2.873 -0.863
H 2.655 0.664 0.567
H 1.452 -0.256 1.500
H -3.996 0.935 -0.244
H 2.916 -1.321 -0.358
H 1.699 -0.793 -1.354

***

# 4
14
Properties=species:S:1:pos:R:3 method="wB97M-V/def2-TZVPD" molar_mass_da=84.118 relative_energy_ev=2.0300 homo_energy_ev=-10.08 smiles=C#C[C@@H](C)CO e_tot_ev=-7360.2253
C 1.564 -0.653 0.033
C 0.367 0.267 -0.229
C -0.725 -0.452 -1.037
O -1.838 0.370 -1.291
C -0.217 0.769 1.024
C -0.751 1.154 2.034
H 1.264 -1.522 0.628
H 2.352 -0.128 0.581
H 1.983 -1.008 -0.914
H 0.692 1.132 -0.821
H -0.320 -0.735 -2.013
H -1.009 -1.374 -0.502
H -2.162 0.674 -0.431
H -1.200 1.505 2.937

***

# 5
15
Properties=species:S:1:pos:R:3 method="wB97M-V/def2-TZVPD" molar_mass_da=87.122 relative_energy_ev=0.0908 homo_energy_ev=-9.68 smiles="CC(C)C(N)=O" e_tot_ev=-7832.2291
C -0.908 -1.207 0.844
C -0.263 -0.332 -0.230
C -1.033 0.985 -0.372
C 1.248 -0.256 0.018
O 1.815 -1.154 0.614
N 1.956 0.762 -0.565
H -0.912 -0.674 1.802
H -0.354 -2.136 0.979
H -1.942 -1.451 0.578
H -0.314 -0.875 -1.187
H -0.659 1.617 -1.185
H -2.081 0.753 -0.599
H -1.023 1.570 0.556
H 1.520 1.617 -0.869
H 2.951 0.781 -0.385

***

# 6
7
Properties=species:S:1:pos:R:3 method="wB97M-V/def2-TZVPD" molar_mass_da=91.006 relative_energy_ev=4.1807 homo_energy_ev=-9.42 smiles="C1=NPOO1" e_tot_ev=-15939.3626
C -0.419 -0.241 -0.957
N 0.132 0.800 -0.463
O -1.332 -0.958 -0.306
O -1.903 -0.278 0.798
P -0.597 1.316 0.956
H -0.241 -0.759 -1.798
H 0.187 0.737 1.916

***

# 7
100
Properties=species:S:1:pos:R:3 method="wB97M-V/def2-TZVPD" molar_mass_da=1005.373 relative_energy_ev=0.6083 homo_energy_ev=-1.75 charge=-2 e_tot_ev=-160060.5226
Tl 1.236 0.694 0.464
N 0.472 4.885 3.096
C 1.009 3.992 2.185
S 1.740 2.578 2.809
N 0.932 4.416 0.939
N 1.297 3.505 0.009
C 1.594 3.988 -1.137
C 1.937 3.123 -2.266
C 2.325 3.690 -3.482
C 2.685 2.858 -4.527
C 2.655 1.487 -4.337
C 2.250 1.010 -3.097
N 1.886 1.798 -2.095
H 0.230 4.454 3.974
H -0.238 5.482 2.697
H 1.608 5.068 -1.292
H 2.352 4.767 -3.584
H 3.000 3.277 -5.475
H 2.955 0.795 -5.111
H 2.229 -0.052 -2.894
C -2.002 5.299 6.652
C -2.097 4.086 5.764
C -1.139 3.080 5.826
C -1.229 1.952 5.022
C -2.299 1.814 4.152
C -3.261 2.810 4.071
C -3.154 3.940 4.869
S -2.413 0.362 3.116
O -3.841 0.121 2.961
O -1.662 -0.657 3.810
N -1.648 0.747 1.799
C -2.174 1.368 0.711
C -3.521 1.777 0.516
C -3.877 2.396 -0.658
C -2.928 2.623 -1.654
C -1.643 2.192 -1.393
N -1.273 1.588 -0.270
H -0.969 5.493 6.942
H -2.584 5.165 7.568
H -2.385 6.188 6.147
H -0.293 3.187 6.497
H -0.471 1.183 5.050
H -4.093 2.692 3.390
H -3.905 4.720 4.798
H -4.252 1.564 1.278
H -4.908 2.702 -0.804
H -3.172 3.110 -2.589
H -0.849 2.338 -2.121
C 1.290 -3.991 -0.586
C 0.468 -3.661 -1.837
C 1.405 -2.999 -2.853
C -0.059 -4.954 -2.465
P -0.767 -2.311 -1.385
C -1.825 -2.214 -2.896
C -2.625 -3.222 -3.439
C -3.386 -3.000 -4.578
C -3.363 -1.760 -5.203
C -2.581 -0.744 -4.676
C -1.825 -0.973 -3.534
C -1.950 -2.903 -0.045
C -2.415 -4.358 -0.047
C -3.170 -1.978 -0.142
C -1.256 -2.612 1.294
H 2.206 -4.509 -0.885
H 0.739 -4.632 0.105
H 1.599 -3.087 -0.057
H 2.131 -3.734 -3.212
H 1.989 -2.204 -2.391
H 0.856 -2.610 -3.715
H 0.782 -5.644 -2.592
H -0.479 -4.771 -3.454
H -0.810 -5.456 -1.857
H -2.663 -4.195 -2.970
H -4.000 -3.798 -4.978
H -3.957 -1.588 -6.093
H -2.560 0.231 -5.147
H -1.227 -0.173 -3.113
H -2.961 -4.626 -0.953
H -3.093 -4.508 0.800
H -1.581 -5.049 0.078
H -3.757 -2.167 -1.044
H -2.871 -0.928 -0.142
H -3.810 -2.133 0.731
H -0.401 -3.266 1.465
H -1.964 -2.760 2.114
H -0.914 -1.579 1.354
C 4.420 -1.730 1.588
Si 5.664 -1.442 0.188
C 6.904 -2.875 0.334
C 6.612 0.120 0.690
Se 4.780 -1.318 -1.828
H 4.857 -1.491 2.563
H 4.082 -2.769 1.609
H 3.543 -1.095 1.451
H 7.336 -2.950 1.338
H 7.714 -2.754 -0.389
H 6.392 -3.812 0.104
H 7.225 -0.049 1.581
H 5.904 0.923 0.912
H 7.256 0.457 -0.124

***

# 8
9
Properties=species:S:1:pos:R:3 method="wB97M-V/def2-TZVPD" molar_mass_da=212.872 relative_energy_ev=0.6013 homo_energy_ev="-6.74 / -11.35" spin_multiplicity=3 e_tot_ev=-144729.2178
C -1.932 0.158 -1.169
C 0.055 -0.602 0.007
C -1.145 -0.066 0.026
N -2.585 0.189 -2.131
Br 2.911 0.832 1.403
Br -2.095 0.297 1.666
H 0.544 -0.693 -0.970
H 0.741 -0.541 0.941
H 3.506 0.427 0.227